Density functional theory data (wB97M-V/def2-TZVPD) for a cluster of 2 separate species, C13H18BF4N4O5 in total.

Results
total charge = +1
HOMO energy = -0.4673 hartree
gap between HOMO and LUMO = 9.40 eV
LUMO energy = -3.31 eV

Structure (XYZ):
```
45
Properties=species:S:1:pos:R:3:forces:R:3
C -3.719842 -3.316985 -0.703117 0.337 0.128 0.092
C -2.828045 -4.047054 -0.358451 -0.375 -0.004 0.072
C -1.750775 -4.952044 0.037802 0.319 0.166 0.123
C -0.515993 -4.777435 -0.862749 0.041 -0.338 0.149
C -0.843198 -4.751115 -2.359169 0.214 0.010 -0.195
N -0.013788 -3.794440 -3.082702 0.158 -0.302 -0.073
C -0.103795 -2.499065 -2.856213 -0.226 -0.006 -0.108
N 0.661609 -1.551052 -3.416795 0.312 -0.053 -0.063
C 0.217067 -0.403161 -2.933437 0.110 0.094 -0.114
B 0.820828 1.009684 -3.357446 0.172 0.062 -0.062
O 2.148660 1.167702 -3.526955 -0.163 -0.051 0.190
O -0.069272 2.004573 -3.553312 0.096 0.018 -0.002
N -0.795727 -0.597783 -2.091455 -0.410 0.185 0.085
C -1.559677 0.376645 -1.329469 -0.049 -0.179 0.120
C -0.735300 0.929064 -0.184651 -0.040 -0.049 -0.077
O -0.508562 2.057872 0.049506 0.019 -0.194 0.103
F -0.268193 -0.095364 0.563994 0.042 0.229 -0.015
N -1.019123 -1.949151 -2.039471 0.343 0.267 -0.096
H -4.497124 -2.636650 -0.961544 -0.130 -0.112 -0.027
H -2.085368 -5.988175 0.062654 -0.205 0.021 -0.172
H -1.461916 -4.705147 1.060258 -0.023 -0.079 0.058
H 0.024411 -3.884888 -0.544594 -0.084 0.124 -0.176
H 0.173762 -5.602394 -0.689877 0.003 0.008 0.158
H -0.662630 -5.731375 -2.790404 -0.045 0.019 -0.113
H -1.884346 -4.499878 -2.560631 -0.140 -0.057 0.130
H 0.638794 -4.080865 -3.794065 0.054 -0.030 0.061
H 2.688368 0.421038 -3.247113 0.092 -0.032 -0.195
H 0.365360 2.822627 -3.830714 -0.142 0.086 0.018
H -1.879708 1.184630 -1.978926 0.026 0.036 -0.030
H -2.426027 -0.129493 -0.905134 -0.083 0.041 -0.046
H -1.754902 -2.380812 -1.486447 -0.242 -0.024 0.165
C 0.936009 4.838217 1.885295 0.129 0.054 0.084
C 0.703618 3.635901 2.772352 -0.181 0.018 -0.169
O 1.776738 3.469762 3.723258 -0.002 -0.010 0.023
C 1.707005 4.223196 4.811878 0.050 -0.055 0.015
O 0.857176 5.011852 5.094680 -0.035 0.035 -0.019
C 2.900066 3.900914 5.740294 -0.162 0.065 -0.134
F 4.040987 3.829264 5.050696 0.078 -0.007 0.036
F 2.689176 2.717145 6.331278 0.049 -0.048 0.051
F 3.018877 4.830623 6.674170 0.058 0.005 0.078
H 1.902573 4.761632 1.386549 -0.021 -0.024 -0.038
H 0.154367 4.894674 1.128373 -0.016 -0.015 -0.009
H 0.922470 5.760327 2.464243 -0.048 -0.004 0.009
H 0.703793 2.717773 2.193597 0.080 -0.045 0.031
H -0.242469 3.709395 3.307600 0.042 0.048 0.079
```
Forces are in eV/Å.

=====

Density functional theory data (wB97M-V/def2-TZVPD) for the ion C3H8NO3 with charge +1 at a distorted geometry.

Results
total charge = +1
energy relative to the best compared isomer or geometry (same formula, charge and spin) = 318.2 kJ/mol
SMILES = [NH3+][C@](O)(C=O)CO
HOMO energy = -0.5677 hartree
gap between HOMO and LUMO = 10.70 eV
LUMO energy = -4.75 eV

Structure (XYZ):
```
15
Properties=species:S:1:pos:R:3:forces:R:3
C 1.190803 -1.225013 -0.652372 -0.232 3.173 -2.325
C -0.676984 -0.383720 0.627017 -1.904 3.738 0.381
C 0.525100 0.046412 -0.167158 1.728 -0.497 6.627
N 0.304914 1.048588 -1.181678 1.389 2.638 2.795
O 1.541716 -1.159254 -1.798739 0.640 -0.817 -0.521
O -1.827124 -0.168879 -0.219239 -0.445 -1.237 0.629
O 1.500991 0.625717 1.105479 -1.237 -1.542 -5.247
H 1.207627 -2.050526 -0.009940 0.328 -1.490 1.056
H -0.707456 0.320175 1.499442 -0.275 -0.495 -0.586
H -0.593648 -1.329759 1.053133 0.202 -1.885 0.248
H 0.951926 0.622755 -1.871234 -0.559 0.769 -1.579
H -0.697333 1.100997 -1.222564 -1.347 -0.695 -1.616
H 0.483953 2.101274 -0.807727 0.533 -3.035 -1.055
H -2.604463 -0.744013 0.037517 1.368 0.983 -0.351
H 2.312562 0.592166 0.530239 -0.188 0.391 1.543
```
Forces are in eV/Å.

=====

Density functional theory data (wB97M-V/def2-TZVPD) for the molecule C5H8N2.

Results
energy relative to the best compared isomer or geometry (same formula, charge and spin) = 380.0 kJ/mol
HOMO energy (alpha / beta) = -0.2260 / -0.2269 hartree
gap between HOMO and LUMO (alpha / beta) = 7.19 / 7.10 eV
LUMO energy (alpha / beta) = 1.04 / 0.92 eV

Structure (XYZ):
```
15
Properties=species:S:1:pos:R:3:forces:R:3
C 0.269995 1.603406 0.880877 0.417 0.462 0.147
N 0.139363 0.794056 -0.188189 -0.213 0.531 -0.191
C -1.090386 0.788143 -0.937905 -0.175 -0.086 0.088
C -1.518587 -0.463807 -1.002106 -0.039 0.095 -0.008
C -0.502345 -1.293811 -0.250783 -0.044 -0.293 0.012
C 0.708618 -0.421450 -0.338726 0.146 -0.629 0.221
N 1.923075 -0.743732 0.266426 -0.220 0.141 0.076
H 0.979581 1.314494 1.640385 0.073 0.166 -0.088
H -0.235507 2.552340 0.893991 0.080 0.085 -0.097
H -0.790948 -1.134169 0.824105 -0.046 -0.557 -0.140
H -1.485530 1.723433 -1.312550 -0.017 -0.145 0.169
H -2.433429 -0.829305 -1.447132 0.149 0.061 -0.009
H -0.436312 -2.361182 -0.452134 0.060 0.120 -0.254
H 2.501274 0.027709 0.560841 -0.060 -0.089 0.033
H 1.971140 -1.556125 0.862898 -0.111 0.137 0.041
```
Forces are in eV/Å.

=====

Density functional theory data (wB97M-V/def2-TZVPD) for a structure of composition C33H23N8O2PdS.

Results
total charge = -1
HOMO energy = -0.0902 hartree
gap between HOMO and LUMO = 4.05 eV
LUMO energy = 1.59 eV

Structure (XYZ):
```
68
Properties=species:S:1:pos:R:3:forces:R:3
Pd 0.958866 -0.363461 -1.955858 0.071 -0.125 -0.339
C 5.125321 -1.302794 -1.496319 -0.092 -0.029 -0.140
C 3.809404 -1.255756 -1.921561 0.041 -0.006 0.068
N 2.808948 -1.014037 -1.074479 -0.003 0.065 0.073
C 3.117723 -0.841643 0.222427 -0.082 -0.030 0.156
C 4.457281 -0.878123 0.611882 -0.029 -0.024 -0.071
N 5.457069 -1.100991 -0.227538 0.060 0.008 0.092
C 2.023253 -0.637702 1.232588 0.144 -0.025 -0.096
C 2.226247 -0.674490 2.604945 -0.076 -0.008 -0.047
C 1.098506 -0.506899 3.419182 0.078 0.007 0.126
C -0.149363 -0.357125 2.841664 -0.119 0.040 -0.058
C -0.269919 -0.372689 1.444961 0.014 -0.035 -0.010
N 0.831888 -0.473084 0.704583 -0.048 -0.010 -0.054
C -1.517800 -0.396335 0.651848 0.133 0.020 0.154
C -2.773103 -0.569353 1.112594 -0.111 -0.086 -0.178
N -3.822057 -0.911419 0.259879 0.100 -0.243 0.492
C -3.729249 -1.215322 -1.929184 0.038 -0.043 0.073
C -2.302655 -0.997659 -2.470573 -0.082 0.008 -0.032
N -1.278525 -0.491023 -0.715789 -0.152 0.178 0.004
C 1.246686 -0.517171 4.897156 -0.021 -0.013 -0.113
C 0.283961 -1.090991 5.720983 0.005 -0.038 0.063
C 0.472925 -1.079365 7.093734 -0.009 0.001 -0.043
N 1.534270 -0.545074 7.694664 -0.008 -0.002 0.021
C 2.451195 0.004803 6.902375 0.000 -0.002 -0.042
C 2.356869 0.042808 5.520215 0.024 0.044 0.069
H 5.921139 -1.496798 -2.204658 0.023 -0.001 0.027
H 3.539408 -1.407017 -2.957345 0.010 0.014 -0.011
H 4.720697 -0.705310 1.646398 0.034 -0.005 -0.003
H 3.191791 -0.872850 3.047102 -0.006 0.012 0.028
H -1.031339 -0.228582 3.455828 0.028 -0.012 0.029
H -2.995821 -0.433361 2.173159 -0.042 0.039 -0.005
H -4.453573 -1.531259 -2.678962 0.004 0.009 -0.012
H -2.136563 -1.117347 -3.539222 -0.026 0.013 -0.003
H -0.593315 -1.566775 5.303147 0.007 0.014 -0.024
H -0.270495 -1.530341 7.742242 0.015 0.005 0.020
H 3.310573 0.445499 7.396645 -0.007 -0.003 0.015
H 3.132032 0.530619 4.943665 -0.015 -0.012 -0.024
O -0.307556 2.541036 -0.624732 -0.041 0.042 -0.034
S 0.046304 2.106173 -1.949876 0.227 -0.218 0.063
O 1.489428 1.741631 -2.147244 -0.179 0.111 0.030
N -0.687945 0.835600 -2.552876 -0.247 0.073 0.249
C -1.887209 0.325055 -1.811531 0.448 -0.113 -0.179
C -3.107586 1.099355 -1.508455 -0.166 -0.121 0.246
C -4.048886 0.067512 -1.124303 -0.029 0.369 -0.586
C -3.588366 -2.092380 -0.658925 0.052 0.131 -0.071
C -2.213264 -2.703636 -0.721078 -0.040 0.028 0.015
C -1.655859 -3.785360 -0.170014 0.080 -0.050 0.009
C -0.238951 -4.032056 -0.405566 -0.081 0.016 -0.008
C 0.465011 -3.205192 -1.224196 0.017 0.022 -0.060
N -0.053802 -2.151705 -1.922824 -0.008 0.095 0.144
C -1.377998 -1.741543 -1.483172 0.083 -0.117 -0.032
C -0.265436 3.481446 -3.014847 -0.029 0.040 -0.035
C -1.097553 4.493259 -2.564103 -0.003 0.042 -0.080
C -1.385917 5.557481 -3.408886 -0.006 -0.034 0.047
C -0.843419 5.599555 -4.683684 0.018 -0.012 -0.027
C -0.012804 4.575496 -5.125659 -0.011 0.026 -0.019
C 0.274619 3.507465 -4.293267 0.017 -0.014 0.010
H -3.022498 1.991543 -0.890055 -0.002 0.003 -0.025
H -5.090219 0.364637 -1.019426 0.012 -0.053 0.098
H -4.363272 -2.844986 -0.491169 -0.013 0.012 0.006
H -2.231880 -4.468561 0.447188 0.006 -0.001 -0.002
H 0.251302 -4.898239 0.017886 -0.009 0.000 0.012
H 1.513982 -3.416953 -1.415461 -0.002 0.006 -0.004
H -1.513466 4.428870 -1.568812 0.002 0.001 0.009
H -2.041009 6.349384 -3.068999 0.001 0.002 -0.005
H -1.072361 6.429002 -5.341503 0.004 0.001 0.003
H 0.404840 4.608762 -6.124026 -0.001 -0.001 0.001
H 0.909510 2.695754 -4.622772 0.000 -0.010 0.025
```
Forces are in eV/Å.

=====

Density functional theory data (wB97M-V/def2-TZVPD) for a cluster of 2 separate species, C12H17N in total at a distorted geometry.

Results
energy relative to the best compared isomer or geometry (same formula, charge and spin) = 42.2 kJ/mol
SMILES = Cc1c[nH]c2ccccc12.CCC
HOMO energy = -0.2878 hartree
gap between HOMO and LUMO = 8.74 eV
LUMO energy = 0.91 eV

Structure (XYZ):
```
30
Properties=species:S:1:pos:R:3:forces:R:3
C -0.997410 -2.893729 -0.289060 0.345 -0.926 0.848
C -0.010418 -1.002660 1.237205 0.041 -0.095 0.896
C -1.097667 -1.771320 0.695502 -0.302 0.310 -0.724
C -0.584980 0.010171 2.031271 -0.055 -0.022 -0.353
C -2.246123 -1.199223 1.156180 0.090 0.027 0.133
C 2.120500 -0.327633 2.118148 0.393 0.363 0.112
C 1.537458 0.788344 2.760045 0.102 -0.686 -0.424
C 1.380862 -1.185190 1.348312 -0.316 -0.390 -0.319
C 0.171969 0.934743 2.734052 0.276 0.913 0.283
N -1.943564 -0.106333 1.943948 -0.226 -0.161 0.005
H 3.183374 -0.508910 2.238759 -0.049 0.091 -0.104
H 2.185869 1.506263 3.239115 -0.117 0.049 0.211
H 1.852919 -2.040556 0.878233 0.035 0.073 -0.072
H -0.273594 1.805156 3.206822 -0.150 -0.197 0.068
H -1.192666 -3.846592 0.222785 -0.089 0.063 -0.119
H 0.030295 -2.996728 -0.630366 0.020 0.168 -0.301
H -3.269696 -1.518147 1.026568 0.050 0.128 -0.135
H -2.602003 0.433763 2.473076 -0.031 0.003 -0.034
H -1.673910 -2.856834 -1.137879 -0.008 0.330 -0.045
C 0.895803 1.508188 -2.388225 0.224 0.367 -0.693
C 0.165137 0.406472 -3.189649 0.348 0.164 0.974
C -0.003775 2.637574 -1.890998 -0.133 -0.069 0.990
H 1.451671 1.096983 -1.547287 -0.062 -0.180 0.074
H 1.669273 1.940551 -3.035802 -0.160 0.010 0.014
H -0.018991 -0.445769 -2.536696 -0.119 -0.154 -0.053
H 0.801658 0.070059 -4.006682 -0.313 -0.036 -0.168
H 0.549843 3.566033 -1.728776 -0.029 -0.009 -0.303
H -0.877846 2.821821 -2.517250 0.210 0.079 -0.224
H -0.807877 0.769322 -3.519075 0.121 -0.064 -0.374
H -0.396113 2.404185 -0.892277 -0.099 -0.152 -0.163
```
Forces are in eV/Å.

=====

Density functional theory data (wB97M-V/def2-TZVPD) for a structure of composition C8H13NO at a distorted geometry.

Results
energy relative to the best compared isomer or geometry (same formula, charge and spin) = 410.6 kJ/mol
HOMO energy (alpha / beta) = -0.3124 / -0.3124 hartree
gap between HOMO and LUMO (alpha / beta) = 8.07 / 8.07 eV
LUMO energy (alpha / beta) = -0.43 / -0.43 eV

Structure (XYZ):
```
23
Properties=species:S:1:pos:R:3:forces:R:3
C 2.028304 -0.345827 0.168520 -0.512 -0.601 0.654
C -1.647489 0.150225 1.611215 0.804 0.520 0.107
C -0.695942 -2.008887 0.738559 0.336 0.111 -0.022
N -1.091120 1.188298 -1.299113 -0.017 -0.437 0.403
C 0.849729 0.609709 0.230113 1.625 2.992 -2.297
C 0.351869 1.082534 -1.252132 2.007 1.713 0.527
C -0.835218 -0.512544 0.513891 -2.412 -0.835 -2.017
C -1.049371 -0.138450 -0.845300 -1.116 -1.161 2.259
C 1.142330 1.619146 -2.189402 -0.280 -0.345 0.433
O 0.879189 1.607096 0.995794 -0.799 -1.740 -0.135
H -1.375320 1.817381 -0.547352 0.002 -0.071 -0.002
H -0.977372 -0.869870 -1.645943 0.441 0.015 0.107
H 2.119738 -0.862118 1.125707 0.137 -0.057 -0.036
H 1.926836 -1.079400 -0.632146 -0.037 0.030 0.043
H 2.938790 0.237066 0.021168 -0.157 0.087 -0.048
H -2.652881 -0.275345 1.671177 0.126 -0.069 -0.128
H -1.721710 1.228157 1.470277 -0.028 -0.009 0.055
H -1.152688 -0.006221 2.572419 -0.041 0.061 -0.007
H -0.181832 -2.508944 -0.085629 0.024 0.065 0.052
H -1.674802 -2.484312 0.849121 0.017 0.082 0.083
H -0.132278 -2.198275 1.655245 -0.001 -0.051 -0.038
H 0.729849 2.198135 -3.007670 -0.064 -0.316 -0.103
H 2.221388 1.552448 -2.118521 -0.057 0.016 0.110
```
Forces are in eV/Å.

=====

| no. | DFT total energy (hartree) |
| --- | --- |
| 1 | -1525.56987 |
| 2 | -399.23007 |
| 3 | -304.69075 |
| 4 | -2385.79899 |
| 5 | -522.20418 |
| 6 | -442.47287 |